Record 1
Below is C28H52F6O11PPb as an isolated structure in a non-equilibrium geometry, with properties calculated with wB97M-V/def2-TZVPD.

ORCA input file:
```
! wB97M-V def2-TZVPD RIJCOSX def2/J DEFGRID3
* xyz 1 1
Pb -0.641 2.426 1.426
P 0.895 -0.100 0.157
F -0.234 -0.106 1.410
F -0.113 1.013 -0.531
F 1.640 1.107 0.931
F 1.849 -0.084 -1.101
F 1.853 -1.181 0.825
F -0.046 -1.255 -0.463
C 4.095 -4.308 -0.241
C 2.593 -4.393 -0.530
C 2.651 -3.943 -1.993
O 3.778 -4.624 -2.548
C 4.665 -4.971 -1.492
H 4.468 -4.828 0.642
H 4.390 -3.256 -0.210
H 2.007 -3.740 0.113
H 2.289 -5.435 -0.425
H 2.808 -2.868 -2.126
H 1.740 -4.214 -2.530
H 5.705 -4.667 -1.625
H 4.621 -6.062 -1.390
C 2.247 -4.094 3.316
C 3.196 -3.324 4.208
C 2.334 -3.221 5.477
O 0.976 -3.181 5.003
C 0.949 -3.340 3.566
H 2.118 -5.134 3.613
H 2.501 -4.033 2.256
H 3.386 -2.333 3.787
H 4.157 -3.800 4.393
H 2.456 -2.259 5.985
H 2.600 -4.009 6.183
H 0.969 -2.378 3.048
H 0.065 -3.917 3.303
C 0.588 0.355 -6.359
C 1.222 0.739 -5.012
C 1.807 -0.588 -4.540
O 2.383 -1.152 -5.702
C 1.488 -0.855 -6.762
H 0.607 1.166 -7.077
H -0.381 -0.097 -6.152
H 0.548 1.095 -4.228
H 2.034 1.453 -5.143
H 1.122 -1.296 -4.058
H 2.520 -0.275 -3.772
H 0.866 -1.734 -6.980
H 2.006 -0.691 -7.711
C 0.868 0.370 5.624
C 2.008 1.384 5.627
C 1.649 2.344 4.494
O 0.565 1.707 3.741
C 0.453 0.353 4.168
H 0.036 0.671 6.264
H 1.118 -0.634 5.967
H 2.978 0.933 5.423
H 2.095 1.875 6.596
H 2.480 2.437 3.794
H 1.281 3.330 4.769
H 0.952 -0.398 3.552
H -0.588 0.022 4.071
C -4.595 1.008 3.330
C -4.656 0.238 1.997
C -3.195 0.033 1.640
O -2.502 1.135 2.256
C -3.112 1.307 3.560
H -5.076 0.499 4.163
H -5.186 1.917 3.206
H -5.222 0.798 1.251
H -5.194 -0.711 2.040
H -2.980 -0.035 0.574
H -2.803 -0.885 2.088
H -2.972 2.327 3.905
H -2.700 0.549 4.226
C -4.414 -0.832 -2.400
C -4.320 0.664 -2.549
C -5.304 1.427 -1.641
O -4.453 2.302 -0.878
C -3.179 2.066 -1.164
O -2.244 2.604 -0.627
O -3.032 1.122 -2.088
H -4.534 -1.140 -1.358
H -3.620 -1.415 -2.856
H -5.357 -1.141 -2.868
H -4.473 0.960 -3.585
H -5.881 0.789 -0.974
H -6.006 2.041 -2.200
C -1.208 5.373 -4.671
C -0.059 5.353 -3.704
C -0.100 6.392 -2.590
O 0.137 5.669 -1.384
C 0.215 4.353 -1.663
O 0.503 3.522 -0.849
O -0.039 4.100 -2.937
H -2.167 5.350 -4.148
H -1.138 4.590 -5.419
H -1.210 6.340 -5.184
H 0.865 5.274 -4.278
H -1.082 6.862 -2.507
H 0.621 7.192 -2.746
*
```

Values from the calculation:
Calculated total energy, eV: -83242.76266
LUMO level, eV: -3.018
F_max, eV/A: 2.78
E_HOMO, eV: -10.4703

Atom charges from the Löwdin analysis, given in e for atoms 1 to 2: 1.80 0.18


Record 2
Below is a 6-piece molecular cluster, C28H52N2O7 overall in a non-equilibrium geometry, with properties calculated with wB97M-V/def2-TZVPD.

ORCA input file:
```
! wB97M-V def2-TZVPD RIJCOSX def2/J DEFGRID3
* xyz 0 1
N 0.777 -2.314 5.550
C 0.301 -2.838 4.242
C -1.092 -3.596 4.417
C -0.983 -5.113 3.998
C -1.948 -5.592 2.850
C -2.313 -4.512 1.764
C -1.083 -3.742 1.137
C -1.543 -2.271 0.792
C -0.396 -1.172 0.880
N -1.004 0.019 1.537
C -0.763 0.468 2.811
C -1.635 1.626 2.977
C -2.379 1.785 1.717
C -1.943 0.730 0.796
O -3.179 -6.218 3.316
C -3.794 -5.484 4.317
O -4.519 -4.545 4.158
H 0.144 -1.560 5.835
H 1.677 -1.853 5.375
H 1.099 -3.522 3.851
H 0.131 -2.036 3.481
H -1.947 -3.036 3.973
H -1.265 -3.587 5.533
H -1.168 -5.749 4.904
H 0.061 -5.370 3.669
H -1.402 -6.410 2.300
H -2.800 -5.078 0.919
H -3.111 -3.858 2.190
H -0.154 -3.804 1.752
H -0.844 -4.260 0.163
H -2.315 -1.981 1.559
H -2.053 -2.181 -0.199
H -0.053 -0.911 -0.158
H 0.516 -1.528 1.424
H -0.075 0.072 3.584
H -1.683 2.186 3.929
H -3.158 2.581 1.554
H -2.302 0.535 -0.229
H -3.634 -5.833 5.381
C 2.961 -1.937 -3.632
C 2.148 -0.867 -2.951
C 1.472 0.150 -3.827
O 2.044 -0.827 -1.740
H 3.390 -2.599 -2.879
H 2.321 -2.524 -4.293
H 3.772 -1.481 -4.202
H 0.769 -0.344 -4.493
H 2.219 0.697 -4.405
H 0.926 0.857 -3.201
C 2.193 -2.150 -8.400
C 1.379 -1.080 -7.717
C 0.703 -0.059 -8.595
O 1.273 -1.043 -6.510
H 2.620 -2.814 -7.649
H 1.554 -2.736 -9.063
H 3.005 -1.693 -8.968
H -0.001 -0.553 -9.266
H 1.451 0.489 -9.171
H 0.155 0.647 -7.971
C 1.625 5.640 -4.857
C 1.854 4.293 -4.221
C 1.423 4.123 -2.787
O 2.366 3.383 -4.838
H 1.982 5.619 -5.887
H 0.558 5.873 -4.861
H 2.175 6.408 -4.311
H 0.348 4.289 -2.699
H 1.965 4.824 -2.149
H 1.649 3.108 -2.460
C -4.233 6.719 3.619
C -3.968 5.252 3.397
C -3.977 4.356 4.610
O -3.757 4.810 2.289
H -4.197 7.241 2.662
H -5.224 6.857 4.056
H -3.470 7.140 4.277
H -4.956 4.390 5.090
H -3.203 4.673 5.312
H -3.773 3.330 4.302
C 2.992 1.361 0.358
C 4.193 2.215 0.665
C 4.977 1.884 1.910
O 4.519 3.133 -0.058
H 2.526 1.711 -0.563
H 3.298 0.323 0.221
H 2.264 1.436 1.169
H 5.371 0.868 1.843
H 4.337 1.981 2.789
H 5.813 2.578 2.007
*
```

Values from the calculation:
Calculated total energy, eV: -47189.40513
LUMO level, eV: 0.640
F_max, eV/A: 4.84
E_HOMO, eV: -7.7941
SMILES string: NCCC[C@H](CCCCn1cccc1)OC=O.CC(C)=O.CC(C)=O.CC(C)=O.CC(C)=O.CC(C)=O

Atom charges from the Löwdin analysis, given in e for atoms 1 to 2: -0.02 -0.29


Record 3
Below is C28H52N3O4PS2TeTl as an isolated structure in a non-equilibrium geometry, with properties calculated with wB97M-V/def2-TZVPD.

ORCA input file:
```
! wB97M-V def2-TZVPD RIJCOSX def2/J DEFGRID3
* xyz -1 1
Tl 10.694 9.086 12.368
C 6.293 8.748 12.857
C 6.875 9.814 13.783
O 7.989 9.485 14.550
C 7.760 8.600 15.649
C 7.788 7.102 15.270
O 8.509 6.960 14.080
C 8.587 5.599 13.661
C 9.443 5.523 12.420
O 9.366 6.642 11.557
C 8.332 6.792 10.609
C 7.009 7.222 11.188
O 7.161 8.478 11.787
H 5.310 9.097 12.504
H 6.094 7.824 13.427
H 6.038 10.152 14.445
H 7.180 10.700 13.207
H 6.821 8.857 16.174
H 8.571 8.836 16.317
H 6.757 6.699 15.179
H 8.267 6.584 16.119
H 7.555 5.249 13.475
H 9.037 5.016 14.471
H 9.248 4.605 11.874
H 10.501 5.546 12.727
H 8.172 5.884 10.019
H 8.665 7.582 9.923
H 6.727 6.514 11.965
H 6.219 7.232 10.413
C 14.554 5.566 10.652
C 14.739 6.915 11.375
C 16.233 7.202 11.475
C 14.196 6.727 12.819
P 13.714 8.302 10.598
N 12.174 8.159 10.876
C 14.441 9.940 11.230
C 13.440 11.077 10.878
C 14.614 9.935 12.785
C 15.765 10.363 10.610
C 13.983 8.165 8.723
C 15.428 7.904 8.308
C 13.540 9.446 7.954
C 13.071 7.011 8.218
H 14.928 4.817 11.337
H 15.114 5.490 9.712
H 13.489 5.338 10.469
H 16.752 6.307 11.809
H 16.426 7.966 12.231
H 16.740 7.523 10.567
H 14.716 5.888 13.283
H 13.131 6.486 12.804
H 14.329 7.568 13.462
H 12.474 10.987 11.369
H 13.232 11.152 9.804
H 13.893 12.034 11.196
H 13.654 9.688 13.259
H 14.839 10.962 13.057
H 15.400 9.286 13.136
H 15.672 10.610 9.554
H 16.593 9.652 10.706
H 16.059 11.280 11.120
H 16.133 8.655 8.703
H 15.481 7.965 7.183
H 15.828 6.939 8.580
H 14.205 10.295 8.097
H 12.521 9.734 8.178
H 13.533 9.217 6.872
H 13.226 6.048 8.677
H 13.231 6.923 7.149
H 12.036 7.316 8.361
Te 11.357 7.377 15.314
C 13.294 7.766 16.026
C 14.012 8.914 16.064
C 15.401 8.753 16.385
C 15.703 7.465 16.663
S 14.331 6.458 16.476
H 13.581 9.855 15.770
H 16.109 9.573 16.427
H 16.658 6.999 16.929
C 7.948 10.551 6.577
N 7.866 11.438 7.706
C 6.942 12.462 7.905
C 7.156 12.973 9.129
N 8.211 12.241 9.677
C 8.666 11.316 8.798
S 9.918 10.244 9.074
H 7.638 11.100 5.708
H 7.330 9.668 6.731
H 8.988 10.233 6.462
H 6.263 12.842 7.137
H 6.671 13.770 9.641
H 8.634 12.324 10.589
*
```

Values from the calculation:
Calculated total energy, eV: -85484.76487
LUMO level, eV: 2.163
F_max, eV/A: 2.44
E_HOMO, eV: -2.9345

Atom charges from the Löwdin analysis, given in e for atoms 1 to 2: 0.51 -0.19


Record 4
Below is a 7-piece molecular cluster, C28H52O11 overall in a non-equilibrium geometry, with properties calculated with wB97M-V/def2-TZVPD.

ORCA input file:
```
! wB97M-V def2-TZVPD RIJCOSX def2/J DEFGRID3
* xyz 0 1
C 3.047 3.435 -2.426
C 1.967 4.250 -3.108
C 1.755 3.951 -4.597
O 0.313 3.564 -4.595
C -0.296 3.770 -3.327
O -1.420 3.625 -3.040
O 0.740 3.939 -2.503
H 3.060 3.730 -1.377
H 4.025 3.693 -2.833
H 3.084 2.347 -2.482
H 2.131 5.302 -2.877
H 2.312 3.102 -4.993
H 1.837 4.807 -5.266
C 0.437 0.233 -1.342
C -0.137 -0.881 -0.452
C -1.602 -0.974 -0.029
O -1.840 -2.383 0.212
C -0.922 -3.029 -0.579
O -0.697 -4.220 -0.742
O -0.107 -2.174 -1.171
H 1.435 -0.023 -1.699
H 0.619 1.110 -0.721
H -0.253 0.497 -2.143
H 0.415 -0.813 0.485
H -2.229 -0.378 -0.692
H -1.713 -0.549 0.968
C -1.113 -7.414 2.066
C -0.681 -7.192 0.624
C 0.802 -6.843 0.906
O 1.108 -7.630 2.058
C -0.039 -7.913 2.943
H -1.973 -8.083 2.099
H -1.566 -6.514 2.484
H -1.201 -6.420 0.057
H -0.932 -8.116 0.103
H 1.038 -5.807 1.149
H 1.457 -7.029 0.055
H 0.040 -7.390 3.897
H -0.144 -8.978 3.148
C -0.967 3.540 2.498
C -2.059 3.426 3.506
C -3.019 2.304 3.196
O -2.164 1.505 2.386
C -1.227 2.255 1.691
H 0.017 3.530 2.968
H -1.079 4.460 1.925
H -2.557 4.347 3.810
H -1.487 3.099 4.374
H -3.784 2.856 2.649
H -3.349 1.822 4.116
H -1.493 2.509 0.665
H -0.364 1.613 1.515
C 1.902 4.632 1.034
C 2.519 3.256 1.327
C 3.935 3.649 1.905
O 3.788 4.954 2.400
C 2.449 5.366 2.275
H 0.818 4.573 1.132
H 2.231 5.171 0.145
H 2.721 2.638 0.452
H 1.934 2.610 1.982
H 4.638 3.634 1.072
H 4.303 3.012 2.709
H 2.491 6.448 2.157
H 1.859 5.066 3.141
C 2.387 -0.853 -6.060
C 3.837 -0.920 -5.705
C 3.894 0.244 -4.713
O 2.600 0.324 -4.101
C 1.532 -0.209 -4.873
H 2.118 -1.862 -6.374
H 2.234 -0.166 -6.892
H 4.498 -0.851 -6.569
H 4.039 -1.920 -5.321
H 3.959 1.215 -5.204
H 4.681 0.269 -3.960
H 0.737 0.424 -5.266
H 1.125 -1.002 -4.245
C -4.081 -2.630 3.914
C -4.109 -2.109 2.462
C -5.253 -1.090 2.473
O -5.966 -1.427 3.675
C -5.611 -2.725 4.086
H -3.682 -1.970 4.684
H -3.467 -3.521 4.047
H -4.285 -2.933 1.771
H -3.156 -1.648 2.201
H -5.928 -1.148 1.619
H -4.837 -0.083 2.459
H -6.240 -3.370 3.473
H -5.836 -2.919 5.135
*
```

Values from the calculation:
Calculated total energy, eV: -52396.50298
LUMO level, eV: 0.416
Energy above the lowest of the compared OMol25 structures with the same formula, charge and spin, kJ/mol: 0.0
F_max, eV/A: 4.46
E_HOMO, eV: -9.0459
SMILES string: C[C@H]1COC(=O)O1.C[C@H]1COC(=O)O1.C1CCOC1.C1CCOC1.C1CCOC1.C1CCOC1.C1CCOC1

Atom charges from the Löwdin analysis, given in e for atoms 1 to 2: -0.01 -0.32


Record 5
Below is C28H52P2V as an isolated structure in a non-equilibrium geometry, with properties calculated with wB97M-V/def2-TZVPD.

ORCA input file:
```
! wB97M-V def2-TZVPD RIJCOSX def2/J DEFGRID3
* xyz 1 3
V 0.692 -0.820 -0.421
C -0.350 -2.321 1.430
C 1.052 -2.432 1.007
C 0.976 -1.062 2.859
C -0.327 -1.517 2.596
C 1.841 -1.513 1.835
C -1.474 -3.258 1.106
H -1.245 -3.919 0.268
H -2.372 -2.665 0.842
H -1.799 -3.918 1.943
C -1.484 -1.295 3.475
H -2.378 -1.717 3.016
H -1.622 -0.227 3.607
H -1.386 -1.761 4.472
C 1.387 -0.342 4.095
H 1.454 -0.992 4.985
H 0.681 0.482 4.301
H 2.384 0.081 3.969
C 3.330 -1.489 1.944
H 3.638 -2.090 2.811
H 3.717 -0.469 2.096
H 3.788 -1.917 1.050
C 1.613 -3.456 0.094
H 2.100 -4.204 0.734
H 2.353 -2.970 -0.564
H 0.797 -3.892 -0.506
C -1.466 0.299 -3.745
C -1.713 -0.995 -3.445
C -0.943 -2.130 -3.963
C 0.596 -1.879 -3.940
C 1.093 -1.035 -2.751
C 1.175 0.330 -2.871
C 0.910 1.114 -4.149
C -0.525 0.859 -4.714
H -1.258 -2.276 -5.014
H 0.895 -1.409 -4.903
H -1.194 -3.076 -3.460
H -0.489 0.208 -5.570
H -2.153 0.964 -3.254
H -2.680 -1.221 -3.010
H -0.953 1.795 -5.089
H 1.004 2.188 -3.891
H 1.840 0.923 -2.199
H 1.707 0.874 -4.897
H 1.166 -2.827 -3.882
H 1.713 -1.543 -1.952
P -1.518 0.907 -0.209
P 2.021 1.496 0.081
C -0.610 2.066 -1.401
C 0.847 2.555 -1.085
H -1.221 2.972 -1.344
H -0.649 1.781 -2.460
H 1.358 2.957 -1.982
H 0.711 3.395 -0.414
C 2.703 2.544 1.380
H 2.878 1.842 2.189
H 2.039 3.326 1.756
H 3.649 3.010 1.129
C 3.561 0.826 -0.672
H 4.155 1.607 -1.134
H 3.326 0.039 -1.378
H 4.111 0.366 0.145
C -3.247 0.879 -0.927
H -3.625 -0.061 -0.511
H -3.417 0.840 -2.024
H -3.769 1.728 -0.500
C -1.371 -0.875 -0.968
H -0.821 -1.920 -0.921
H -0.867 -0.444 -1.882
H -2.406 -1.302 -1.103
C -3.051 1.696 2.464
C -1.785 2.465 2.787
C -1.497 2.465 4.265
C -0.758 1.935 1.800
H -2.792 0.644 2.356
H -3.459 2.003 1.500
H -3.841 1.774 3.212
H -1.881 3.512 2.484
H -1.460 1.471 4.689
H -0.580 2.985 4.531
H -2.298 3.002 4.776
H 0.194 1.422 2.094
H -0.719 2.614 0.932
*
```

Values from the calculation:
Calculated total energy, eV: -74127.59608
LUMO level (spin up / spin down), eV: -3.602 / -2.951
⟨S²⟩: 2.317
Energy above the lowest of the compared OMol25 structures with the same formula, charge and spin, kJ/mol: 980.3
F_max, eV/A: 3.06
E_HOMO (spin up / spin down), eV: -8.6350 / -8.9003

Atom charges from the Löwdin analysis, given in e for atoms 1 to 2: 0.52 -0.27